Here is a 15-piece molecular cluster, C60H150O30 overall in a non-equilibrium geometry from OMol25. Energies are from the ωB97M-V functional and the def2-TZVPD basis.

Positions of all 240 atoms, in Å:
C -1.43716 6.00053 -5.34651
O -2.55833 6.73223 -5.83022
C -3.58468 7.18258 -4.93059
C -4.37815 5.99793 -4.18573
O -3.68031 5.12671 -3.26176
C -3.27841 5.75112 -2.09200
H -0.81038 5.89513 -6.23203
H -1.68826 5.02536 -4.92926
H -0.77812 6.46478 -4.61287
H -4.35081 7.70505 -5.50345
H -3.11113 7.79489 -4.16317
H -4.83915 5.37982 -4.95613
H -5.17759 6.54463 -3.68563
H -2.34944 6.29433 -2.26534
H -3.24812 5.18225 -1.16272
H -3.94192 6.52437 -1.70479
C -5.82498 -1.85197 -5.15068
O -5.55599 -0.95789 -4.08343
C -4.45592 -0.09458 -4.29582
C -4.33753 0.82619 -3.01543
O -5.51012 1.49957 -2.57284
C -5.32666 2.50134 -1.57000
H -6.41436 -2.72595 -4.87338
H -4.93501 -2.25477 -5.63421
H -6.31701 -1.28177 -5.93864
H -4.52495 0.55015 -5.17198
H -3.45295 -0.48521 -4.46774
H -3.66047 1.66207 -3.19143
H -4.04527 0.26986 -2.12482
H -4.46006 2.24970 -0.95862
H -6.22397 2.48306 -0.95145
H -5.23795 3.48700 -2.02685
C -0.33705 2.62557 0.81818
O -1.10992 1.77170 1.57387
C -0.45641 0.52521 1.89863
C -0.22049 -0.35716 0.60993
O 0.79914 -0.02726 -0.27279
C 2.01477 0.29688 0.44240
H 0.61932 2.87216 1.27931
H -0.92332 3.53927 0.72044
H -0.10766 2.20729 -0.16188
H -1.14879 -0.07178 2.49218
H 0.40139 0.69215 2.55009
H -1.09947 -0.34811 -0.03460
H -0.25512 -1.41119 0.88548
H 2.16093 -0.44065 1.23156
H 2.05049 1.26913 0.93388
H 2.89606 0.11334 -0.17221
C 0.84254 -5.16848 -0.11426
O 0.21485 -6.31431 -0.72286
C -1.04710 -6.67636 -0.17693
C -1.49630 -8.10567 -0.46830
O -2.02472 -8.43212 -1.79525
C -0.99147 -8.62134 -2.73144
H 1.85304 -4.92397 -0.44169
H 0.90284 -5.39801 0.94960
H 0.16742 -4.31279 -0.10480
H -1.83123 -6.03673 -0.58205
H -1.13954 -6.55786 0.90266
H -2.19455 -8.46171 0.28918
H -0.67615 -8.80483 -0.30513
H -0.35013 -9.46457 -2.47504
H -0.36147 -7.73187 -2.73789
H -1.51427 -8.78116 -3.67443
C -7.38415 5.03507 5.10381
O -6.11245 5.54732 5.53949
C -5.53500 6.41703 4.57695
C -4.93583 5.54040 3.50143
O -4.02883 4.56379 4.18808
C -3.59569 3.58318 3.35585
H -7.59470 4.23509 5.81361
H -7.37396 4.61979 4.09607
H -8.22978 5.72243 5.08049
H -4.72283 7.01698 4.98748
H -6.29182 7.11385 4.21672
H -4.51092 6.17641 2.72486
H -5.64580 4.88761 2.99358
H -4.41639 2.86962 3.28249
H -2.71302 3.06505 3.73074
H -3.47467 3.98351 2.34928
C 10.78211 -2.89483 1.59150
O 11.09975 -4.30440 1.64061
C 10.29580 -5.02945 2.59765
C 8.79556 -5.29105 2.18340
O 8.08746 -4.06229 2.03118
C 6.71119 -4.16524 1.68339
H 9.76721 -2.73655 1.22677
H 11.54835 -2.33165 1.05878
H 10.71871 -2.52139 2.61357
H 10.47014 -4.58747 3.57865
H 10.73651 -6.02625 2.61378
H 8.27785 -5.81722 2.98541
H 8.63241 -5.96706 1.34405
H 6.23024 -3.36192 1.12529
H 6.14393 -4.29293 2.60535
H 6.49201 -4.98462 0.99879
C -1.65263 -4.66577 -3.68433
O -2.65935 -4.54080 -4.81173
C -3.17192 -5.75747 -5.34776
C -3.71282 -5.44381 -6.72241
O -2.70444 -5.57103 -7.71214
C -3.16562 -5.52760 -9.08230
H -2.02235 -5.14649 -2.77862
H -1.14903 -3.71126 -3.53144
H -0.92410 -5.28398 -4.20889
H -3.90319 -6.27000 -4.72273
H -2.42388 -6.54364 -5.45015
H -4.18359 -4.46156 -6.68172
H -4.54066 -6.11851 -6.94051
H -3.91900 -4.74166 -9.13521
H -3.63437 -6.43397 -9.46553
H -2.34728 -5.37544 -9.78606
C -0.80676 -7.05771 3.38823
O -2.27739 -7.18893 3.39095
C -3.04879 -6.39656 4.22566
C -2.75754 -6.54975 5.76122
O -1.47035 -5.97619 6.05369
C -1.41646 -4.58864 6.10117
H -0.33451 -7.73594 2.67754
H -0.50098 -7.42005 4.36971
H -0.55486 -6.04513 3.07305
H -4.08455 -6.69032 4.05536
H -3.04943 -5.32533 4.02427
H -2.62179 -7.60576 5.99472
H -3.48202 -6.16501 6.47900
H -0.62558 -4.21032 6.74885
H -2.33858 -4.10706 6.42655
H -1.29451 -4.11710 5.12604
C 3.39067 -0.20096 -3.16876
O 4.19919 0.77429 -3.86306
C 5.50670 0.97509 -3.38482
C 6.35949 -0.28663 -3.33988
O 6.14594 -1.04582 -2.14502
C 6.04893 -2.47546 -2.37601
H 3.36034 0.00834 -2.09947
H 3.68720 -1.23926 -3.31742
H 2.40997 -0.13527 -3.63994
H 5.51837 1.49644 -2.42766
H 5.93354 1.65045 -4.12630
H 7.37822 0.08644 -3.44518
H 6.15157 -0.86374 -4.24089
H 7.01005 -2.89322 -2.67572
H 5.52586 -2.75020 -3.29200
H 5.58574 -3.01448 -1.54957
C -2.40643 -3.61709 2.20435
O -3.36120 -4.12063 1.29980
C -3.58146 -3.28475 0.12734
C -4.23836 -1.93246 0.44997
O -3.58381 -1.04225 1.33689
C -4.35717 -0.07916 2.04097
H -1.53390 -3.14979 1.74782
H -1.93199 -4.51843 2.59241
H -2.90256 -3.11051 3.03220
H -4.34136 -3.82251 -0.43965
H -2.66455 -3.14601 -0.44549
H -5.26311 -2.09938 0.78183
H -4.42733 -1.29073 -0.41060
H -5.14193 0.37951 1.43941
H -3.77919 0.75685 2.43484
H -4.76341 -0.65297 2.87393
C 3.14165 3.18027 4.35354
O 3.37979 1.92616 3.74732
C 4.59977 1.27318 4.28729
C 4.97270 0.07703 3.43644
O 5.33613 0.69635 2.19398
C 5.67799 -0.20060 1.16094
H 2.82857 2.99329 5.38073
H 2.37881 3.78045 3.85759
H 4.07807 3.73080 4.44377
H 4.49037 0.90862 5.30868
H 5.44208 1.96079 4.36354
H 4.19717 -0.67375 3.28486
H 5.75977 -0.51176 3.90756
H 4.80329 -0.81879 0.95885
H 6.51142 -0.76438 1.58006
H 6.03954 0.27567 0.24960
C 1.47307 6.53919 -2.39666
O 2.09654 5.63788 -1.57389
C 3.41302 5.17265 -1.92758
C 3.68741 3.93277 -1.07141
O 4.14856 4.32075 0.22000
C 4.56459 3.24458 0.97148
H 1.33982 6.17336 -3.41475
H 1.97873 7.47805 -2.62236
H 0.45329 6.75313 -2.07668
H 4.16576 5.88808 -1.59645
H 3.56076 4.96451 -2.98728
H 4.42665 3.22749 -1.45115
H 2.73611 3.41132 -0.96552
H 3.84350 2.44742 1.15221
H 4.84237 3.65134 1.94384
H 5.40014 2.75596 0.47027
C -2.22437 2.42361 -6.43657
O -1.29700 3.34518 -7.00580
C 0.08496 2.91829 -6.93472
C 0.61681 3.22062 -5.53946
O 0.05723 2.32705 -4.60944
C 0.10586 2.87229 -3.25179
H -3.24358 2.78709 -6.56769
H -2.16910 2.12042 -5.39105
H -2.08648 1.55495 -7.08041
H 0.64359 3.43910 -7.71240
H 0.20793 1.85409 -7.13588
H 0.53378 4.29389 -5.36829
H 1.69583 3.06657 -5.54851
H -0.21927 3.88454 -3.01150
H 1.10454 2.79116 -2.82265
H -0.59917 2.34300 -2.61080
C 3.02930 -4.03472 2.90271
O 3.88012 -4.14711 4.08662
C 3.30457 -3.50556 5.24236
C 1.78374 -3.64559 5.47259
O 0.96644 -3.00604 4.41459
C 0.52391 -1.67802 4.80156
H 3.40893 -4.46475 1.97586
H 2.61194 -3.03898 2.75304
H 2.26016 -4.79114 3.05880
H 3.60879 -2.46188 5.32167
H 3.75580 -3.97531 6.11633
H 1.46881 -3.41274 6.48979
H 1.56806 -4.71341 5.43615
H 1.36289 -1.04438 5.08917
H -0.18759 -1.72681 5.62588
H 0.00667 -1.23297 3.95156
C -1.82015 8.74789 5.24874
O -1.85969 9.52845 4.09342
C -2.44643 8.87220 2.97055
C -1.65331 7.79085 2.18480
O -1.06274 6.83311 3.02424
C -0.61691 5.61662 2.37518
H -2.08072 7.70045 5.09687
H -2.60852 9.14020 5.89114
H -0.85904 8.73424 5.76273
H -2.75072 9.62189 2.24017
H -3.40169 8.53045 3.36904
H -0.84882 8.28307 1.63833
H -2.41828 7.43486 1.49473
H -0.01272 5.94663 1.53010
H -1.35383 4.85471 2.12115
H -0.06071 5.04080 3.11489

Summary:
* energy above the lowest of the compared OMol25 structures with the same formula, charge and spin: 6.905 eV
* HOMO-LUMO gap: 9.5 eV
* calculated total energy: -4632.3121 a.u.
* HOMO: -9.187 eV
* lowest unoccupied orbital energy: 0.0127 hartree
* total charge: 0

---

Here is a 14-piece molecular cluster, C60H152N8O6 overall in a non-equilibrium geometry from OMol25. Energies are from the ωB97M-V functional and the def2-TZVPD basis.

Positions of all 226 atoms, in Å:
C 6.78119 1.40062 4.81411
C 6.12162 0.46095 5.83286
N 5.19478 -0.50897 5.29422
C 4.03068 0.08459 4.62526
C 3.27979 -0.94748 3.80094
C 4.78301 -1.50332 6.28784
C 5.95944 -2.21700 6.95117
H 7.14157 0.86080 3.94033
H 7.58101 1.92243 5.33840
H 6.07444 2.16573 4.48402
H 6.94842 -0.02777 6.34503
H 5.64292 1.10982 6.59378
H 3.40539 0.56966 5.39620
H 4.37965 0.88583 3.97430
H 3.90777 -1.45495 3.07092
H 2.74768 -1.68231 4.40114
H 2.52772 -0.37223 3.24729
H 4.21364 -2.27098 5.76599
H 4.13477 -1.00003 7.02536
H 6.70161 -2.48954 6.20301
H 5.60098 -3.09330 7.48927
H 6.41704 -1.56094 7.69247
C -1.67187 2.11098 -4.47701
C -0.91559 3.40889 -4.72199
N -1.76005 4.58488 -4.83400
C -0.99659 5.73645 -5.29966
C -1.81233 7.00657 -5.42703
C -2.63348 4.82364 -3.70469
C -1.95752 5.03408 -2.34997
H -2.26307 2.11456 -3.55768
H -0.96917 1.29540 -4.29192
H -2.31674 1.90088 -5.32975
H -0.15945 3.59741 -3.93918
H -0.33750 3.24629 -5.63489
H -0.11486 5.91833 -4.65963
H -0.58750 5.46254 -6.27553
H -1.18038 7.76613 -5.89258
H -2.70183 6.89510 -6.04870
H -2.14384 7.40579 -4.46769
H -3.34475 3.99318 -3.64227
H -3.32527 5.64900 -3.88936
H -1.31474 4.20498 -2.05775
H -2.72467 5.16479 -1.58126
H -1.37490 5.95822 -2.29481
C -5.87999 -5.22636 -1.22841
C -5.12058 -3.90557 -1.09680
N -4.32595 -3.86255 0.12696
C -3.91140 -2.51529 0.46145
C -5.03498 -1.56599 0.90677
C -3.24557 -4.83254 0.20089
C -2.22036 -4.76146 -0.95275
H -6.30384 -5.48114 -0.25624
H -5.21445 -6.01619 -1.57472
H -6.71404 -5.12740 -1.92327
H -4.45505 -3.78280 -1.96700
H -5.82336 -3.07667 -1.07219
H -3.22592 -2.58024 1.30865
H -3.44463 -1.98049 -0.38398
H -5.59656 -1.97705 1.74765
H -4.53943 -0.68358 1.32244
H -5.67817 -1.26006 0.08535
H -3.71665 -5.81791 0.21525
H -2.73596 -4.70557 1.15730
H -2.02688 -3.72682 -1.24162
H -2.56337 -5.34709 -1.80479
H -1.27479 -5.18243 -0.60497
C -3.24572 6.10860 1.96214
C -4.17267 4.95581 1.61728
N -3.63105 3.61840 1.87833
C -4.36318 2.62614 1.10751
C -3.84025 2.51855 -0.31489
C -3.58961 3.34285 3.31567
C -2.90302 2.01823 3.63276
H -3.77149 7.05542 1.83258
H -2.38909 6.14389 1.28572
H -2.84187 6.07546 2.97432
H -5.13829 5.08758 2.13009
H -4.35702 5.00763 0.54202
H -5.44260 2.83681 1.10449
H -4.24865 1.62805 1.52982
H -2.76267 2.42404 -0.43134
H -4.11370 3.36460 -0.95327
H -4.28248 1.65432 -0.81021
H -3.00860 4.12825 3.79790
H -4.58938 3.33019 3.77797
H -2.68031 1.94046 4.69558
H -3.45659 1.13682 3.32923
H -1.96873 1.87900 3.08108
C 2.31020 -2.68864 0.50886
C 1.48905 -3.92474 0.20606
N 2.07100 -5.15090 0.73141
C 3.32584 -5.53050 0.08846
C 3.19773 -6.09018 -1.33380
C 1.09901 -6.21408 0.82355
C 1.62315 -7.47778 1.51433
H 2.52244 -2.59043 1.57650
H 1.75875 -1.76095 0.31994
H 3.24905 -2.64713 -0.04321
H 0.51757 -3.81419 0.70522
H 1.19380 -4.00608 -0.85143
H 3.95515 -4.64193 0.05904
H 3.83773 -6.25588 0.72245
H 4.22094 -6.16821 -1.71476
H 2.77914 -7.09508 -1.37978
H 2.65045 -5.41632 -1.99318
H 0.62494 -6.48193 -0.13842
H 0.25561 -5.88053 1.43956
H 2.00312 -7.25560 2.50908
H 2.39924 -7.97595 0.93262
H 0.76844 -8.15440 1.56455
C -0.99115 -1.22540 6.99026
C -1.91845 -1.83499 5.94678
N -2.17997 -0.92526 4.84155
C -3.32523 -1.31910 4.03404
C -4.65221 -1.20030 4.76133
C -0.98260 -0.69058 4.02384
C -0.29671 -1.93517 3.46245
H -0.90215 -1.89335 7.84908
H -1.38340 -0.28017 7.36463
H 0.01158 -1.05751 6.59298
H -1.56591 -2.81995 5.61078
H -2.85810 -2.02289 6.47061
H -3.38800 -0.68861 3.15023
H -3.17353 -2.34556 3.65320
H -4.75201 -1.86283 5.61812
H -4.72933 -0.17941 5.15521
H -5.51318 -1.27684 4.09762
H -0.26294 -0.08734 4.57944
H -1.32010 -0.09496 3.17831
H -0.89018 -2.48836 2.72755
H 0.01367 -2.65657 4.22032
H 0.61309 -1.67536 2.91353
C 0.96826 -4.81586 -4.64914
C -0.22878 -4.05189 -4.07583
N -0.38136 -2.64554 -4.48709
C 0.77205 -1.83540 -4.13314
C 1.12413 -1.88010 -2.64356
C -0.59802 -2.57619 -5.93028
C -1.04366 -1.21149 -6.43182
H 1.90083 -4.27257 -4.49381
H 0.82547 -5.09904 -5.69121
H 1.07847 -5.76007 -4.10808
H -1.15572 -4.56589 -4.33406
H -0.15227 -4.03862 -2.98637
H 1.65324 -2.02366 -4.77292
H 0.56044 -0.78753 -4.37709
H 0.22540 -2.13949 -2.07936
H 1.78906 -2.73849 -2.51740
H 1.55818 -0.96455 -2.25776
H -1.35645 -3.30960 -6.22568
H 0.28403 -2.92184 -6.49531
H -1.99693 -0.89953 -6.00454
H -1.26803 -1.29490 -7.50109
H -0.26805 -0.45294 -6.34433
C 6.46432 -0.80608 1.37822
C 5.60982 0.45335 1.40859
N 5.75146 1.32369 0.23777
C 7.05468 2.00529 0.20225
C 7.13111 3.09611 -0.84624
C 5.28287 0.74850 -1.02322
C 3.78338 0.50698 -1.00921
H 7.52604 -0.55738 1.36210
H 6.19947 -1.47012 0.55608
H 6.32740 -1.38217 2.29826
H 4.56475 0.21829 1.61941
H 5.83990 1.12274 2.24118
H 7.85150 1.25724 0.09978
H 7.17805 2.46786 1.18663
H 8.06581 3.64685 -0.72231
H 6.31723 3.81592 -0.78023
H 7.17624 2.65304 -1.84151
H 5.42441 1.52689 -1.77592
H 5.85483 -0.13086 -1.34678
H 3.17302 1.39079 -0.82797
H 3.51967 0.02960 -1.95435
H 3.45070 -0.18081 -0.22642
C 2.96993 2.93746 1.54225
O 3.92457 3.42855 0.60604
H 2.91718 3.60967 2.40469
H 1.99204 2.99449 1.06466
H 3.16525 1.91405 1.86320
H 4.60302 2.72839 0.47951
C 1.69536 4.58143 -1.61298
O 3.04742 4.36470 -1.95885
H 1.13698 4.94901 -2.47212
H 1.21147 3.66003 -1.26099
H 1.61159 5.31230 -0.80228
H 3.53958 4.25312 -1.13180
C -0.01744 4.78636 1.60697
O -0.79749 3.84175 0.89327
H -0.05259 5.77533 1.14212
H -0.30123 4.84817 2.66372
H 1.02810 4.46847 1.64288
H -1.66519 3.83909 1.33741
C 2.35334 1.77174 -4.19540
O 2.12772 1.81236 -5.58908
H 3.41964 1.78982 -3.93406
H 1.89507 2.63478 -3.72520
H 2.01889 0.83720 -3.72762
H 2.64544 1.13706 -6.03339
C -1.53467 -0.01378 -1.02515
C -1.16562 -0.40342 0.40890
C -0.23855 0.74537 0.82469
O 0.49354 1.02959 -0.33993
C -0.42064 0.99501 -1.44091
H -2.50026 0.47486 -1.07318
H -1.53971 -0.84632 -1.72984
H -0.55999 -1.31241 0.36302
H -1.99890 -0.48820 1.10433
H 0.41221 0.42705 1.64199
H -0.82838 1.60998 1.13883
H 0.13420 0.67998 -2.31837
H -0.87373 1.98643 -1.53430
C -5.53930 1.66151 -4.18981
C -4.64390 0.61125 -3.55007
C -5.63409 -0.52010 -3.22842
O -6.94638 0.04965 -3.26784
C -6.86616 1.45213 -3.45908
H -5.73010 1.39915 -5.23262
H -5.13760 2.67189 -4.13436
H -4.17155 0.97552 -2.64557
H -3.88158 0.28245 -4.25523
H -5.45805 -0.91253 -2.22300
H -5.59478 -1.34665 -3.93946
H -6.91812 1.98214 -2.50033
H -7.68917 1.78987 -4.08971

Summary:
* HOMO-LUMO gap: 8.5 eV
* calculated total energy: -3266.5643 a.u.
* HOMO: -7.876 eV
* lowest unoccupied orbital energy: 0.0219 hartree
* total charge: 0